No. 1
Molecular formula: CH7NOSSi
Method: DFT, ωB97M-V/def2-TZVPD

```
12
Properties=species:S:1:pos:R:3:forces:R:3:lowdin_charge:R:1
C 0.1767 -0.5453 -0.9160 -1.2 0.2 1.5 -0.1978
N 0.8091 1.9505 0.8181 -0.3 -2.1 0.7 -0.1665
O -1.1089 -0.6483 1.7587 -0.4 0.7 0.2 -0.7744
Si 0.3636 -0.3967 1.0589 -1.8 5.1 -3.7 0.6720
S -2.4741 0.3079 1.3978 0.6 -1.2 -1.4 0.7299
H -0.8501 -0.8390 -1.3163 1.3 0.0 0.9 0.0382
H 0.2976 0.4920 -1.2334 0.3 -0.1 0.0 0.0020
H 0.9281 -1.1944 -1.3115 0.4 -0.3 -0.5 -0.0085
H 0.9554 2.5427 1.6597 -0.2 -1.0 -0.5 -0.0589
H 1.6311 2.1656 0.2315 -0.4 -0.6 0.3 -0.0668
H 1.2997 -0.8387 1.9582 1.6 -1.2 1.1 -0.0622
H -2.6460 -0.1891 0.0822 0.0 0.6 1.4 -0.1069
```
Forces are in eV/Å.

The calculation puts the relative energy (zero: lowest compared OMol25 entry of this formula, charge and spin) at 14.10 kcal/mol. Its gap between HOMO and LUMO is 8.61 eV. As for the net charge: 0. Its largest force on an atom is 6.54 eV Å⁻¹.

=====

No. 2
Molecular formula: CH7O2S
Method: DFT, ωB97M-V/def2-TZVPD

```
11
Properties=species:S:1:pos:R:3:forces:R:3:lowdin_charge:R:1
C -1.4703 -0.3387 0.5802 -1.9 0.5 1.4 -0.7004
S -0.0898 0.0876 -0.5065 -0.6 0.1 -0.5 0.2950
H -1.3116 -1.2831 1.1646 0.1 0.8 -0.4 -0.0079
H -2.5694 -0.4937 0.1595 2.2 0.5 0.2 0.0257
H -1.5478 0.5367 1.3264 -0.2 -1.5 -0.8 -0.0002
H 0.8545 3.2393 -0.3124 -1.5 1.0 -1.8 -0.0464
H 1.0748 1.8330 0.2571 0.0 1.3 -0.1 -0.0919
O 1.3409 2.8121 0.3387 1.4 -2.2 2.0 -0.1612
H 0.4254 -1.9653 -1.0955 1.2 0.7 0.4 -0.1027
H 2.0291 -1.9450 -0.8420 -0.9 0.5 0.0 -0.0074
O 1.2642 -2.4828 -1.0702 0.1 -1.7 -0.5 -0.2024
```
Forces are in eV/Å.

The calculation puts the relative energy (zero: lowest compared OMol25 entry of this formula, charge and spin) at 14.08 kcal/mol. Its gap between HOMO and LUMO is 7.23 eV. As for the net charge: -1. Its largest force on an atom is 3.27 eV Å⁻¹.

=====

No. 3
Molecular formula: CH7O5
Method: DFT, ωB97M-V/def2-TZVPD

```
13
Properties=species:S:1:pos:R:3:forces:R:3:lowdin_charge:R:1
O -0.3507 0.1573 0.2796 0.0 0.3 0.1 -0.1306
C 0.4003 0.6993 1.1353 0.1 -0.3 0.2 -0.6050
O 1.5903 0.4357 1.3941 -0.1 0.0 -0.3 -0.0998
H -0.0735 1.4958 1.7631 0.0 0.0 -0.1 0.1023
H 2.0844 -0.3229 -0.4029 0.0 0.1 -0.1 0.0062
H 1.2974 0.1911 -1.5626 0.0 0.0 0.1 0.0170
O 2.0918 -0.3263 -1.3831 0.1 0.0 0.0 -0.1022
H 0.4003 -1.8829 -1.9902 0.2 0.1 0.2 -0.0017
H -0.2441 -1.6482 -0.6288 0.0 0.3 -0.2 -0.0071
O -0.3293 -2.1786 -1.4397 -0.3 -0.4 0.0 -0.1028
H -3.2004 0.4332 0.3965 0.0 0.0 0.0 0.0234
H -2.1126 1.4468 0.3711 -0.2 -0.2 0.0 0.0004
O -3.0812 1.3860 0.4756 0.3 0.0 -0.1 -0.1002
```
Forces are in eV/Å.

The calculation puts the relative energy (zero: lowest compared OMol25 entry of this formula, charge and spin) at 3.56 kcal/mol. Its gap between HOMO and LUMO is 9.55 eV. As for the net charge: -1. Its largest force on an atom is 0.49 eV Å⁻¹.

=====

No. 4
Molecular formula: CH8FNSi2
Method: DFT, ωB97M-V/def2-TZVPD

```
13
Properties=species:S:1:pos:R:3:forces:R:3:lowdin_charge:R:1
C -1.6435 -0.5296 0.1581 3.3 -0.4 0.8 -0.4624
N 1.1751 0.8868 0.3118 -3.5 0.2 -1.4 -0.3374
F -2.9689 -0.4469 -0.0125 -2.1 0.4 0.4 -0.1053
Si 1.8248 -0.6772 -0.0240 -1.6 -0.9 -0.3 0.4467
Si -0.7985 1.1859 -0.1770 2.4 -2.2 0.7 0.7159
H -1.3214 -1.3053 -0.6116 0.2 0.9 1.3 0.0768
H -1.2854 -0.7754 1.2460 -1.2 -0.3 -1.9 0.0861
H 1.6628 1.6982 -0.0149 0.5 0.4 0.0 -0.0364
H 0.6637 -1.6060 0.4472 0.9 0.5 -0.9 -0.0571
H 2.8347 -1.1597 0.8569 1.1 0.1 0.7 -0.1212
H 2.3446 -0.9168 -1.4348 -0.4 0.1 0.5 -0.0828
H -1.0429 2.2581 0.7447 -0.4 0.5 0.4 -0.0699
H -1.4450 1.3879 -1.4898 0.7 0.6 -0.4 -0.0532
```
Forces are in eV/Å.

The calculation puts the relative energy (zero: lowest compared OMol25 entry of this formula, charge and spin) at 26.27 kcal/mol. Its gap between HOMO and LUMO is 10.37 eV. The SMILES is FC[SiH2]N[SiH3]. As for the net charge: 0. Its largest force on an atom is 3.79 eV Å⁻¹.

=====

No. 5
Molecular formula: CH8GaINOP2
Method: DFT, ωB97M-V/def2-TZVPD

```
15
Properties=species:S:1:pos:R:3:forces:R:3:lowdin_charge:R:1
C 2.5893 -0.0486 0.4010 0.1 0.0 0.1 -0.4305
P 1.5763 -0.0652 -1.1384 -0.2 -0.1 -0.2 0.5867
O 0.9712 -1.6513 -1.0312 0.2 0.0 -0.3 -0.4851
Ga -0.2921 1.2290 -0.3985 0.4 -0.1 0.1 -0.3292
I -1.0081 2.6841 -2.4419 -0.1 0.0 0.0 0.0149
P -2.0422 -0.2768 0.1536 -0.3 0.4 0.3 0.4169
N -3.1623 0.2874 1.1438 0.0 0.0 -0.2 -0.4437
H 3.1140 0.9120 0.4463 0.0 -0.1 0.1 0.0212
H 2.0133 -0.1702 1.3263 0.0 0.0 -0.1 0.0176
H 3.3352 -0.8492 0.3404 0.0 0.1 0.0 0.0164
H 0.9221 -1.9318 -0.1171 -0.2 -0.1 0.2 -0.0047
H 0.0467 2.1554 0.8342 -0.1 0.1 0.0 -0.1277
H -2.5604 -0.8469 -1.0311 0.1 -0.1 -0.1 -0.0645
H -1.3877 -1.4341 0.6641 0.0 -0.2 -0.1 -0.0930
H -4.0965 0.1313 0.7813 0.0 -0.1 0.2 -0.0954
```
Forces are in eV/Å.

Its gap between HOMO and LUMO is 6.99 eV. As for the net charge: -1. Its largest force on an atom is 0.60 eV Å⁻¹.

=====

No. 6
Molecular formula: CH8N2
Method: DFT, ωB97M-V/def2-TZVPD

```
11
Properties=species:S:1:pos:R:3:forces:R:3:lowdin_charge:R:1
N -1.7191 -2.5816 -0.0026 0.2 2.4 -3.0 -0.0332
H -2.1804 -2.5356 -0.9842 0.2 -0.5 2.0 0.0459
H -1.7480 -1.5533 0.1908 -1.0 -0.7 0.6 0.0004
H -0.7809 -2.4412 -0.4043 0.6 -1.2 0.4 -0.0123
C 1.3981 1.8578 -0.1035 1.6 0.4 0.9 -0.2273
N 0.3920 0.9034 0.2172 -1.6 2.3 6.0 -0.0892
H 1.1807 2.9366 0.1627 0.0 -1.3 0.5 0.0816
H 2.3707 1.4881 0.3361 -0.5 1.1 -0.5 0.0783
H 1.5511 1.9856 -1.1592 -0.1 -0.6 -0.7 0.0552
H 0.2327 0.1470 -0.2976 -0.2 -3.4 -3.0 -0.0322
H 0.2751 0.5736 1.2747 0.7 1.4 -3.2 0.1328
```
Forces are in eV/Å.

The calculation puts the relative energy (zero: lowest compared OMol25 entry of this formula, charge and spin) at 25.48 kcal/mol. Its gap between HOMO and LUMO is 9.85 eV. The SMILES is CN.N. As for the net charge: 0. Its largest force on an atom is 6.59 eV Å⁻¹.

=====

No. 7
Molecular formula: CH8N2O
Method: DFT, ωB97M-V/def2-TZVPD

```
12
Properties=species:S:1:pos:R:3:forces:R:3:lowdin_charge:R:1
C -1.0727 0.0113 0.1024 0.1 0.9 -3.1 -0.2288
N -0.6206 1.3586 0.4158 0.0 0.2 0.1 -0.0630
H -1.1923 1.7814 1.1373 0.0 0.0 -0.1 0.0649
H -0.6482 1.9490 -0.4078 0.0 0.0 0.2 0.0664
H -1.3425 -0.4926 1.0344 0.9 -0.7 -0.3 0.0953
H -2.0247 -0.0195 -0.4449 0.0 0.0 -0.1 0.0728
H 0.9975 -0.6782 -1.1774 2.9 -1.2 0.8 0.0697
N 1.8507 -1.1374 -0.6027 -1.3 1.3 -2.7 -0.1145
O 1.3396 -1.3179 0.6502 -3.6 1.6 1.9 -0.2351
H 0.4125 -0.7124 0.6890 3.8 -2.3 0.2 0.0761
H 2.5770 -0.4094 -0.5368 -0.5 0.0 -0.1 0.0714
H -0.2763 -0.3329 -0.8593 -2.4 0.1 3.1 0.1246
```
Forces are in eV/Å.

The calculation puts the relative energy (zero: lowest compared OMol25 entry of this formula, charge and spin) at 93.29 kcal/mol. Its gap between HOMO and LUMO is 9.32 eV. The SMILES is CN.NO. As for the net charge: 0. Its largest force on an atom is 4.44 eV Å⁻¹.

=====

No. 8
Molecular formula: CH8N2O
Method: DFT, ωB97M-V/def2-TZVPD

```
12
Properties=species:S:1:pos:R:3:forces:R:3:lowdin_charge:R:1
C 1.4112 -0.6127 -0.0471 2.6 -0.4 1.0 -0.2394
H -0.8127 -0.9646 0.4450 -0.1 -0.1 -0.2 0.0198
H -2.3359 0.7650 -0.8983 -0.1 0.2 0.9 0.0840
H -2.2725 0.8916 0.8381 -0.7 -0.2 -0.5 0.0745
H 2.4162 -0.8283 -0.4905 -0.7 0.1 0.4 0.0854
H 1.4687 -0.9631 1.0073 -0.1 -0.6 -0.7 0.0862
H 0.7184 -1.1727 -0.6312 -0.8 -0.3 -0.5 0.0419
H 1.3603 1.3663 -0.7226 0.0 -0.6 0.4 0.0691
H 0.2720 0.9562 0.4046 0.5 0.3 -0.2 0.0177
N -1.8109 0.6314 -0.0284 0.8 -1.8 -0.5 -0.0158
N 1.2458 0.7982 0.1272 -0.9 1.5 -0.5 -0.0818
O -1.6606 -0.8673 -0.0043 -0.5 1.9 0.4 -0.1418
```
Forces are in eV/Å.

The calculation puts the relative energy (zero: lowest compared OMol25 entry of this formula, charge and spin) at 55.02 kcal/mol. Its gap between HOMO and LUMO is 10.02 eV. The SMILES is CN.NO. As for the net charge: 0. Its largest force on an atom is 2.86 eV Å⁻¹.

=====

No. 9
Molecular formula: CH8N2O3
Method: DFT, ωB97M-V/def2-TZVPD

```
14
Properties=species:S:1:pos:R:3:forces:R:3:lowdin_charge:R:1
N 1.0521 0.5157 -1.1715 -0.1 -0.2 0.1 0.1473
C 1.4129 0.0599 0.0805 0.3 0.2 0.3 -0.6950
N 1.0017 0.8832 1.1150 0.2 -0.1 -0.2 0.1471
O 2.0289 -0.9731 0.2822 -0.1 -0.1 -0.1 0.0292
H 0.0819 0.8123 -1.2364 0.2 0.3 0.0 0.0589
H 1.3302 -0.1358 -1.8888 -0.1 0.0 0.0 0.1016
H 1.3707 0.6024 2.0088 0.1 0.0 0.0 0.1019
H 1.0681 1.8690 0.9233 -0.3 0.1 0.0 0.0979
H -1.2177 -2.6892 0.0985 0.4 0.0 -0.1 0.0583
H -0.4068 -1.3861 0.3862 1.8 0.1 -0.1 -0.0189
O -1.2463 -1.7921 0.4316 -2.1 -0.1 0.2 -0.0205
H -2.6778 1.3186 -0.2579 0.2 0.2 -0.1 0.0491
H -1.9582 -0.0070 -0.2466 0.3 0.2 -0.1 0.0175
O -1.8395 0.9222 -0.5248 -0.6 -0.5 0.2 -0.0745
```
Forces are in eV/Å.

The calculation puts the relative energy (zero: lowest compared OMol25 entry of this formula, charge and spin) at 7.54 kcal/mol. Its gap between HOMO and LUMO is 10.70 eV. The SMILES is NC(N)=O.O.O. As for the net charge: 0. Its largest force on an atom is 2.15 eV Å⁻¹.

=====

No. 10
Molecular formula: CH8N2O3
Method: DFT, ωB97M-V/def2-TZVPD

```
14
Properties=species:S:1:pos:R:3:forces:R:3:lowdin_charge:R:1
N 1.4169 1.1505 0.3521 1.3 -0.6 1.0 0.1527
C 0.5484 1.0635 -0.6992 -0.5 0.8 0.4 -0.6953
N 0.5160 -0.0183 -1.5491 0.7 -0.7 -1.4 0.1374
O -0.2566 1.9606 -0.8778 -0.1 0.6 0.0 0.0191
H 2.0347 0.4615 0.7574 -0.2 -0.8 -1.2 0.1032
H 1.3080 1.8024 1.1108 -1.0 0.6 -0.7 0.1028
H 0.6199 0.1298 -2.5734 -0.5 0.2 1.5 0.1296
H 0.8022 -0.9314 -1.2650 0.5 -0.3 0.4 0.0714
H -1.2627 0.6481 0.8204 -0.2 0.3 0.2 0.0274
H -1.4542 0.1617 2.2890 -0.2 0.3 0.0 0.0476
O -1.0784 -0.0671 1.4386 0.0 -0.3 0.1 -0.0518
H -1.1603 -1.4582 -0.4475 0.1 -1.2 1.2 0.0276
H -1.1664 -2.5605 0.7622 -0.3 0.8 0.1 0.0212
O -0.8676 -2.3425 -0.1185 0.4 0.2 -1.6 -0.0930
```
Forces are in eV/Å.

The calculation puts the relative energy (zero: lowest compared OMol25 entry of this formula, charge and spin) at 26.94 kcal/mol. Its gap between HOMO and LUMO is 10.52 eV. The SMILES is NC(N)=O.O.O. As for the net charge: 0. Its largest force on an atom is 1.77 eV Å⁻¹.